A molecular structure, C47H73AsN4O2SbTi, computed with ωB97M-V/def2-TZVPD.

```
129
C47H73AsN4O2SbTi | the OMol25 dataset | ωB97M-V/def2-TZVPD
Sb 3.762 -1.552 1.625
As -1.790 1.726 -1.245
Ti -1.084 -0.876 -0.746
O -1.111 -0.140 1.235
O 0.693 -0.482 0.081
N 5.276 3.271 3.504
N 3.068 2.806 3.980
N 1.631 1.955 1.166
N 3.782 4.997 3.822
C 0.514 -5.236 -1.873
C -4.043 1.397 -2.955
C 4.042 3.690 3.776
C -1.344 4.009 0.541
C -5.025 3.969 -2.718
C -3.210 3.169 2.419
C -0.339 2.614 -2.172
C -2.932 2.376 1.317
C -0.516 3.860 -2.772
C 1.762 3.823 -3.539
C -1.078 -2.546 -5.118
C 0.890 -3.957 -1.102
C -5.016 -2.091 -2.369
C 0.042 1.562 3.129
C -5.188 1.759 -3.649
C -1.843 -1.460 -4.324
C 4.526 -0.228 4.432
C 1.045 -4.299 0.377
C 1.699 3.169 4.368
C 4.816 -0.159 2.937
C 2.206 -3.404 -1.650
C -0.256 -3.005 -1.361
C 1.942 2.581 -2.952
C -1.567 -3.073 -0.857
C -1.998 2.793 0.371
C -1.181 -0.105 -4.597
C 0.778 1.951 4.414
C -3.885 3.604 -2.021
C -3.380 2.312 -2.159
C -3.959 -2.420 -1.320
C 0.116 0.086 1.079
C -1.687 -1.852 -2.825
C 5.224 -3.128 1.760
C -4.305 -3.818 -0.772
C 2.522 -3.403 3.939
C -0.326 -2.152 -2.475
C 0.531 4.461 -3.451
C -5.672 3.052 -3.537
C -2.480 -2.414 -1.762
C -3.250 -1.476 -4.922
C 0.912 1.004 1.998
C 0.892 1.973 -2.274
C -2.561 4.386 2.584
C 5.890 -3.459 3.086
C 2.250 -2.183 3.070
C -1.627 4.804 1.649
C -4.081 -1.390 -0.184
H 2.896 2.075 -3.022
H 1.508 -3.477 0.922
H 1.642 -3.660 4.531
H -1.872 -3.662 -0.006
H -2.797 5.012 3.433
H -1.671 0.715 -4.066
H -5.416 4.971 -2.614
H 4.518 5.673 3.711
H -3.650 0.392 -3.026
H 1.734 3.632 5.359
H 0.518 -1.909 -3.101
H -3.345 -1.567 0.613
H 1.347 -5.938 -1.837
H 2.304 2.477 1.709
H 2.575 4.291 -4.077
H 2.898 5.331 4.166
H 5.877 -0.338 2.754
H -3.883 -3.998 0.215
H -5.700 1.035 -4.270
H 5.199 -3.898 3.802
H 4.585 0.824 2.511
H -5.991 -2.149 -1.886
H -0.521 2.415 2.755
H 3.039 -4.005 -1.285
H 3.340 1.834 4.056
H -1.135 5.761 1.762
H -5.016 -2.806 -3.187
H -1.327 -2.463 -6.176
H -3.450 1.431 1.198
H -3.941 2.842 3.146
H 5.473 2.287 3.397
H -3.968 -0.368 -0.569
H 2.373 -2.372 -1.333
H 1.337 1.096 4.809
H 6.028 3.921 3.350
H 6.698 -4.176 2.938
H -3.154 -1.257 -5.986
H -5.065 -1.438 0.285
H 3.465 -0.098 4.664
H -3.933 -0.741 -4.516
H 5.983 -2.787 1.050
H 2.780 -4.277 3.341
H 1.312 3.901 3.653
H 1.060 1.002 -1.817
H 6.336 -2.576 3.547
H -3.707 -2.459 -4.838
H 0.298 -5.016 -2.918
H 0.002 -2.447 -5.031
H 0.090 -4.527 0.852
H -0.126 -0.105 -4.316
H 2.028 -1.325 3.708
H 1.349 -2.354 2.475
H 0.019 2.172 5.166
H -1.236 0.120 -5.662
H -3.413 4.321 -1.357
H 2.235 -3.442 -2.740
H 5.088 0.509 5.015
H 1.664 0.335 2.432
H -0.696 0.808 3.406
H 1.684 -5.175 0.491
H -1.359 -3.546 -4.788
H -0.622 4.353 -0.192
H 1.004 2.613 0.717
H -6.561 3.347 -4.077
H 3.339 -3.228 4.637
H -1.479 4.358 -2.739
H 4.774 -4.014 1.307
H -5.386 -3.913 -0.678
H 4.796 -1.200 4.841
H -0.359 -5.720 -1.435
H -4.923 -1.090 -2.771
H -3.956 -4.603 -1.442
H 0.383 5.422 -3.922
```

Computed properties:
ΔE to the lowest compared entry with this formula, charge and spin = 1.340 eV
<S²> = 0.755
HOMO level (alpha / beta) = -0.454 / -0.454 hartree
Kohn-Sham gap (alpha / beta) = 7.714 / 7.971 eV
2S+1 = 2
charge = +2
LUMO (alpha / beta) = -4.642 / -4.386 eV

---

13 unconnected molecules or ions with the total composition C47H75BBr3Cl2N13O5P, computed with ωB97M-V/def2-TZVPD.

```
147
C47H75BBr3Cl2N13O5P | the OMol25 dataset | ωB97M-V/def2-TZVPD
Br -4.235 0.045 0.432
Br -5.197 1.833 -2.486
Br -1.491 5.283 1.990
Cl 3.624 3.469 -1.234
Cl -0.265 3.316 -3.210
P -1.789 2.244 0.718
O -2.529 2.363 2.308
O -0.285 2.562 1.564
O -0.920 2.258 -0.759
O -0.874 -0.626 0.398
O 1.548 -1.326 -1.872
N -1.529 -3.231 3.235
N -1.305 -7.487 7.260
N -9.399 -1.555 -4.541
N 2.470 8.029 -2.024
N -0.185 9.683 5.410
N 8.175 2.693 1.889
N 4.555 -8.635 -2.683
N -5.694 2.801 2.304
N -2.707 -2.300 -4.745
N -1.553 -0.098 2.696
N 2.455 -2.064 3.316
N 2.535 -6.867 -0.275
N 3.720 2.056 4.167
C -1.552 -4.057 4.030
C 7.079 2.419 1.690
C -2.365 -7.916 7.170
C -8.082 1.841 1.883
C 0.566 -5.852 -3.683
C 3.499 0.171 5.957
C -0.782 7.213 4.801
C 3.549 8.310 -2.289
C 1.758 -2.523 -1.167
C 3.302 0.142 -1.229
C -1.952 -0.453 -6.429
C 1.916 -4.465 2.435
C 1.805 1.528 1.540
C -1.604 -5.107 5.052
C -6.903 -0.888 -4.921
C -3.444 1.756 -0.218
C -2.854 6.284 -0.616
C 3.638 1.233 4.960
C 0.844 0.913 -1.545
C 0.524 2.228 -0.750
C -2.374 -1.491 -5.486
C 0.036 -5.692 -2.406
C 0.905 2.504 0.754
C 5.679 2.069 1.436
C 0.457 -4.619 -1.633
C 2.037 -9.277 -1.151
C -0.446 8.598 5.142
C 0.825 3.424 -1.754
C 4.931 8.667 -2.618
C -2.434 4.772 -0.755
C 2.312 -7.925 -0.655
C 2.236 3.526 -2.369
C 1.799 -0.165 -1.016
C 2.347 4.879 -3.152
C -6.743 2.378 2.125
C -2.367 4.107 0.638
C 2.210 -3.116 2.930
C 5.296 -6.190 -3.215
C 4.893 -7.567 -2.927
C -3.300 1.678 -1.740
C 1.938 -3.865 -3.343
C 1.385 -3.686 -2.075
C 1.520 -4.935 -4.125
C -8.303 -1.262 -4.706
C -3.719 -8.463 7.055
C 1.547 3.903 1.113
C -2.749 0.362 -2.316
B -1.397 0.379 1.273
H 0.101 6.584 4.896
H -3.261 4.323 -1.317
H -2.611 -5.175 5.457
H 4.425 -5.612 -3.520
H -1.330 -6.065 4.614
H -2.289 -0.300 -1.579
H 1.650 -9.223 -2.167
H 0.059 -4.482 -0.628
H 1.169 -4.939 3.068
H 1.298 -9.760 -0.512
H 1.902 1.924 2.560
H 1.924 -5.093 -5.124
H 2.638 3.893 1.073
H 4.991 9.726 -2.859
H 3.883 -0.768 -1.402
H -1.935 6.849 -0.420
H -1.018 -0.747 -6.906
H 1.096 -2.595 -0.286
H -0.605 -0.161 3.067
H 2.835 1.472 1.162
H 4.227 0.314 6.754
H -6.485 -1.478 -5.736
H -3.545 -0.214 -2.795
H -3.390 4.129 1.022
H 2.826 -5.063 2.445
H 5.604 1.014 1.175
H 2.951 -9.862 -1.152
H 1.634 5.605 -2.751
H -0.108 0.398 -1.685
H -1.400 -1.432 0.451
H 5.291 2.667 0.613
H -4.389 -7.708 6.649
H 3.357 0.755 -2.139
H -1.555 6.845 5.472
H 0.229 -6.671 -4.312
H -3.487 2.279 2.247
H 1.536 -4.416 1.416
H 1.285 4.036 2.166
H 3.367 5.262 -3.163
H -8.565 1.612 2.831
H -8.008 0.932 1.289
H -1.146 7.154 3.776
H -6.325 -1.071 -4.017
H 6.036 -6.180 -4.014
H -2.715 -0.313 -7.192
H -2.804 2.523 -2.207
H -4.078 -8.767 8.036
H 5.578 8.456 -1.769
H 5.267 8.085 -3.475
H 1.585 -0.510 -0.003
H -8.680 2.573 1.344
H -6.837 0.169 -5.173
H 1.179 1.084 -2.578
H 5.079 2.259 2.326
H 2.797 -2.610 -0.803
H -3.553 6.441 0.207
H -3.229 6.645 -1.583
H -2.018 0.564 -3.111
H 0.586 4.389 -1.308
H 3.733 0.750 -0.433
H -4.268 2.450 -0.023
H 2.406 2.759 -3.128
H -1.801 0.486 -5.897
H 1.086 4.745 0.590
H 1.379 0.525 1.666
H -1.921 -1.048 2.631
H 3.665 -0.796 5.485
H -3.712 -9.327 6.394
H 2.496 0.193 6.378
H -0.913 -4.877 5.860
H 2.019 4.675 -4.178
H -0.696 -6.376 -1.985
H 5.727 -5.740 -2.322
H -1.489 4.797 -1.295
H 2.686 -3.177 -3.729
```

Computed properties:
HOMO level = -0.157 hartree
Kohn-Sham gap = 5.651 eV
charge = -1
LUMO = 1.369 eV

---

A molecular structure, C47H77AlBrFIO27, computed with ωB97M-V/def2-TZVPD.

```
155
C47H77AlBrFIO27 | the OMol25 dataset | ωB97M-V/def2-TZVPD
I -0.791 7.096 2.833
Br 2.312 4.183 -2.240
Al 0.581 4.313 1.136
F 1.363 3.187 4.903
O -1.344 -4.876 0.336
O -4.416 -2.539 3.357
O -5.044 -1.543 5.278
O 0.931 -8.293 3.288
O 0.458 -2.915 -5.736
O -2.604 -7.129 -8.913
O -6.597 -2.371 3.904
O -3.995 -0.157 0.979
O 2.136 -7.268 1.687
O -6.578 4.750 -4.663
O 0.429 -0.972 -4.598
O -4.980 -6.818 0.849
O -5.475 -5.811 2.780
O -5.322 -8.058 2.700
O -2.924 1.827 1.118
O -2.371 -5.358 -7.539
O -5.971 3.778 -2.722
O -2.905 0.648 -0.794
O 2.236 -3.288 1.925
O 2.361 -1.762 -5.380
O 4.430 -2.823 1.777
O -4.775 5.482 -3.524
O 0.703 -8.925 1.160
O -0.393 -3.656 -1.266
O 3.513 -4.253 0.324
O -1.571 -5.254 -9.619
O -2.615 -3.538 -0.948
C 5.366 1.484 0.506
C 1.335 -8.084 2.014
C -5.845 4.678 -3.727
C -0.196 -9.178 3.255
C -2.356 5.051 1.130
C 0.038 2.667 0.070
C -6.302 -1.082 5.777
C 5.481 2.964 0.121
C -1.106 5.121 2.012
C -3.637 5.005 2.016
C -5.228 -5.440 0.532
C 4.833 -3.982 -0.158
C 6.210 5.988 3.262
C -5.266 -2.185 4.108
C 4.835 5.815 3.953
C 2.636 -0.432 -4.920
C -4.288 5.246 -2.196
C 4.704 0.679 -0.614
C -5.092 -4.763 1.870
C -1.585 -4.157 -7.603
C -5.266 -6.996 2.161
C 5.840 3.884 1.284
C 6.088 6.441 1.800
C 1.412 5.825 0.011
C -4.788 3.849 -1.912
C 0.014 -5.337 0.243
C -1.544 -3.986 -0.656
C -2.221 -6.022 -8.707
C -1.479 -3.926 -9.093
C -3.249 0.866 0.496
C 1.027 -1.970 -5.279
C 1.458 -0.154 -4.019
C -4.346 -1.006 -0.124
C 1.286 5.709 -1.499
C -0.148 5.719 -2.002
C 3.149 0.692 -0.678
C 3.289 -3.439 1.395
C 6.008 5.307 0.737
C 0.887 1.385 0.303
C 5.517 -3.413 1.065
C 1.860 3.936 2.669
C -7.280 -2.024 5.111
C 2.415 1.583 0.322
C 1.484 2.757 3.562
C 0.687 -4.201 -0.483
C -3.258 -0.701 -1.127
C -0.003 -9.897 1.938
H 6.819 3.558 1.646
H 2.281 2.008 3.592
H -0.185 -9.846 4.112
H -5.740 -3.904 1.972
H 2.822 3.689 2.209
H -5.340 -0.724 -0.479
H 0.572 0.948 1.252
H -7.451 -2.932 5.692
H -4.088 3.079 -2.239
H -4.356 -2.049 0.179
H -2.385 -1.330 -0.998
H 0.620 -10.789 2.034
H 5.968 -4.187 1.689
H 4.026 6.058 3.272
H 6.891 5.360 0.102
H 5.030 -0.364 -0.619
H -3.867 3.975 2.277
H -3.390 5.501 2.953
H 4.768 -3.262 -0.976
H -0.621 -4.340 -7.139
H -0.940 -10.167 1.458
H 2.879 1.059 -1.675
H -3.595 -0.770 -2.158
H 4.755 6.535 4.767
H 5.193 7.054 1.711
H 0.435 -5.514 1.228
H 1.060 -3.438 0.192
H 2.017 4.829 3.271
H -8.238 -1.559 4.889
H -0.146 6.104 -3.023
H -4.070 -4.466 2.082
H 1.630 -0.479 -2.992
H -2.079 -3.344 -7.079
H 1.498 -4.531 -1.123
H -5.026 3.689 -0.863
H -2.379 4.139 0.537
H 6.269 -2.666 0.824
H 1.771 6.573 -1.949
H 0.572 2.233 3.264
H -4.508 -5.071 -0.195
H 0.630 0.650 -0.471
H 3.589 -0.393 -4.399
H -4.485 5.536 1.579
H -0.977 2.389 0.381
H 4.932 1.329 1.492
H -0.721 6.433 -1.414
H 2.693 2.622 0.191
H 6.922 7.110 1.585
H 4.626 3.325 -0.449
H -4.719 5.988 -1.521
H 0.031 -6.270 -0.325
H -0.040 2.843 -1.006
H -6.328 -1.137 6.862
H 1.165 0.893 -4.012
H 0.932 6.773 0.267
H -1.297 4.481 2.877
H 2.727 -0.313 -0.613
H 5.126 5.507 0.130
H -3.204 5.315 -2.158
H 6.396 1.123 0.575
H -1.111 -8.584 3.277
H 6.850 5.120 3.399
H -2.380 5.962 0.531
H 2.673 0.238 -5.781
H 2.464 5.933 0.294
H -6.234 -5.352 0.115
H 6.338 3.018 -0.558
H 5.135 3.815 2.110
H -0.615 4.737 -2.005
H 5.080 1.106 -1.545
H 6.698 6.807 3.793
H -2.309 -3.335 -9.487
H -6.443 -0.044 5.469
H -0.542 -3.459 -9.384
H 4.703 4.831 4.394
H 5.302 -4.893 -0.521
H 2.766 1.305 1.318
```

Computed properties:
HOMO level = -0.186 hartree
Kohn-Sham gap = 6.650 eV
charge = -1
LUMO = 1.577 eV

---

How do the records compare in F_max? In the order shown, they have 0.61; 3.32; 1.74 eV/Å.